No. 1
Density functional theory data (wB97M-V/def2-TZVPD) for 2 unconnected molecules or ions with the total composition C9H16N2O2S in a non-equilibrium geometry.

XYZ file:
```
30
C9H16N2O2S | the OMol25 dataset | wB97M-V/def2-TZVPD
C -0.2689 -0.8197 -0.2279
C -2.9943 -0.4361 -0.0681
C 1.8908 -0.8132 1.9214
C 2.3824 0.3487 1.1220
C 1.9054 -0.8811 0.4398
C 1.7272 2.1824 -0.4386
C -5.4003 -0.0850 -0.3813
C 3.3983 -1.0731 -2.0096
C 1.6729 1.6045 0.9641
N -0.8089 -0.7618 0.8638
N -4.2624 -0.2459 0.4683
O -2.6642 -0.3570 -1.2484
O -2.2057 -0.7630 0.9318
S 2.8007 -2.0696 -0.4642
H -0.5399 -0.9594 -1.3156
H 2.6987 -1.3291 2.4571
H 0.9262 -0.7823 2.4824
H 3.5318 0.4120 1.1018
H 1.3429 1.2779 -1.1310
H 2.6184 2.5456 -0.9766
H 0.9793 2.9536 -0.5701
H -5.4184 0.8780 -0.7694
H -5.4164 -0.7288 -1.1846
H -6.3588 -0.1235 0.2859
H 3.5552 -0.1266 -1.5383
H 2.4973 -1.3174 -2.6300
H 4.3228 -1.6245 -2.2499
H 0.6605 1.2443 1.0372
H 1.8811 2.3765 1.7535
H -4.4536 -0.5262 1.3746
```

The calculation puts the frontier orbital gap at 8.5 eV. As for the multiplicity: 1. The HOMO energy is -7.88 eV. For the LUMO energy, the calculation gives 0.623 eV.

Mulliken atomic charge list, values in e, 5 entries:
1 C -0.24
2 C 0.67
3 C -0.75
4 C -0.05
5 C 0.21

***

No. 2
Density functional theory data (wB97M-V/def2-TZVPD) for C9H16N2O2Si in the gas phase in a non-equilibrium geometry.

XYZ file:
```
30
C9H16N2O2Si | the OMol25 dataset | wB97M-V/def2-TZVPD
C -2.4312 -1.3416 -0.3947
C -1.6766 -0.3983 0.2240
C -2.2404 0.9360 0.6233
C -4.3897 0.0696 -0.1978
C -0.0623 -0.6284 2.1676
C 0.6109 -1.5714 -0.1027
C 0.1174 1.8894 -1.5522
C 2.7098 0.6676 -0.3628
C -0.1534 -0.4020 0.5624
N -3.7528 -0.9732 -0.7406
N -3.6284 0.9273 0.5631
O -1.5861 1.7864 1.1506
O -5.5799 0.2498 -0.3262
Si 0.9056 1.1956 0.0643
H -2.0212 -2.2322 -0.9099
H 0.8004 -1.0450 2.5612
H -0.9371 -1.1945 2.3287
H -0.2754 0.3544 2.6890
H 1.5820 -1.3713 0.2617
H 0.6482 -1.6189 -1.1815
H 0.3773 -2.5843 0.3351
H -0.2852 1.0695 -2.2487
H -0.7848 2.3930 -1.2075
H 0.4794 2.6910 -2.2228
H 2.7444 0.0484 -1.1881
H 3.3479 1.4745 -0.4682
H 3.0523 0.0133 0.4148
H -4.4004 -1.7978 -1.1492
H -4.1453 1.8106 0.6962
H 1.1780 2.3569 1.0431
```

The calculation puts the frontier orbital gap at 9.5 eV. As for the multiplicity: 1. The SMILES is C[SiH](C)C(C)(C)c1c[nH]c(=O)[nH]c1=O. The HOMO energy is -9.16 eV. For the LUMO energy, the calculation gives 0.335 eV.

Mulliken atomic charge list, values in e, 5 entries:
1 C -0.26
2 C -0.71
3 C 0.24
4 C 0.26
5 C -1.77

***

No. 3
Density functional theory data (wB97M-V/def2-TZVPD) for C9H16N2O6 in the gas phase in a non-equilibrium geometry.

XYZ file:
```
33
C9H16N2O6 | the OMol25 dataset | wB97M-V/def2-TZVPD
C -1.8313 -0.7775 -1.0512
C -0.5361 -0.5334 -0.3340
C -3.1683 -0.2777 -0.3988
C -3.1796 -0.8081 1.0871
C 0.8584 1.4370 0.6339
C 1.1947 2.6896 -0.2549
C 2.1469 0.6180 0.9473
C 2.9449 -0.0171 -0.3319
C 3.4116 -1.4657 -0.2463
H -1.8144 -2.4211 -0.0113
H -0.9714 -2.5901 -1.3099
H -1.6994 -0.1907 -1.9985
H -3.9868 -0.6794 -1.0001
H -3.4955 1.3885 0.5691
H -3.9595 -0.4105 1.7357
H -2.1332 -0.6336 1.4438
H -3.3960 -1.8739 1.3255
H -1.0110 1.4105 -0.3116
H 0.4393 1.8426 1.5407
H 1.8172 -0.1730 1.6257
H 2.8684 1.2225 1.4540
H 3.8939 0.6179 -0.2973
H 2.3756 -0.0303 -1.3184
H 1.7995 -2.0918 0.5705
H 2.5033 3.4237 -1.0953
N -1.9876 -2.2605 -1.0455
N -0.2591 0.8242 -0.1163
O 0.2947 -1.4277 -0.0833
O -3.0637 1.2536 -0.3078
O 0.3481 3.3192 -0.8201
O 4.3896 -1.9553 -0.7859
O 2.7195 -2.3855 0.4263
O 2.4872 2.9560 -0.2409
```

The calculation puts the frontier orbital gap at 10.0 eV. As for the multiplicity: 1. The SMILES is C[C@@H](O)[C@H](N)C(=O)N[C@@H](CCC(=O)O)C(=O)O. The HOMO energy is -9.76 eV. For the LUMO energy, the calculation gives 0.277 eV.

Mulliken atomic charge list, values in e, 5 entries:
1 C -0.50
2 C 0.24
3 C 0.28
4 C -1.40
5 C 0.04

***

No. 4
Density functional theory data (wB97M-V/def2-TZVPD) for C9H16N2S in the gas phase in a non-equilibrium geometry.

XYZ file:
```
28
C9H16N2S | the OMol25 dataset | wB97M-V/def2-TZVPD
C 1.8064 -0.0875 -0.3833
C 2.2761 1.1137 -2.5190
C 0.8168 1.2530 -2.2908
C 0.1665 1.1930 0.9606
C -1.3602 1.1080 1.2350
C -2.1575 0.1385 0.3249
C -1.9112 -1.3618 0.7529
C -0.4909 -2.0028 0.6221
C 0.6040 -1.2844 1.3689
H 2.7006 0.1055 -2.8132
H 2.9207 1.9494 -2.7827
H 0.0958 0.4556 -2.5792
H 0.3551 2.2586 -2.3906
H 0.6635 1.6389 1.9066
H 0.3800 1.9182 0.1869
H -1.5383 0.9033 2.2819
H -1.7093 2.1507 1.0707
H -2.0163 0.2360 -0.7517
H -3.2068 0.3950 0.4745
H -2.6274 -2.0045 0.2529
H -2.2614 -1.6118 1.7689
H -0.2428 -2.1179 -0.4441
H -0.5504 -3.0576 1.0327
H 0.2919 -1.0197 2.3910
H 1.4744 -1.9513 1.4597
N 1.7338 1.0503 -1.1790
N 0.8758 -0.0572 0.6378
S 2.9110 -1.3111 -0.5942
```

The calculation puts the frontier orbital gap at 9.1 eV. As for the multiplicity: 1. The SMILES is S=C(N1CCCCCC1)N1CC1. The HOMO energy is -8.17 eV. For the LUMO energy, the calculation gives 0.893 eV.

Mulliken atomic charge list, values in e, 5 entries:
1 C 0.10
2 C -0.28
3 C -0.40
4 C -0.63
5 C -0.61

***

No. 5
Density functional theory data (wB97M-V/def2-TZVPD) for a molecular structure, C9H16N2S in a non-equilibrium geometry.

XYZ file:
```
28
C9H16N2S | the OMol25 dataset | wB97M-V/def2-TZVPD
C -1.0699 -1.4147 -0.5292
C -1.0244 1.5310 0.3501
C 0.4371 -0.0302 -0.5868
C -0.3707 0.8073 1.6132
C 0.2865 1.8553 2.5308
C -1.4422 0.0698 2.4306
C 1.7704 -1.9976 -1.2565
C 0.3385 -0.7116 -2.9357
C 1.2051 -0.6452 -1.7672
N -1.9974 -2.0619 -0.3239
N -0.1425 1.1877 -0.7358
S 0.9538 -0.3497 1.0450
H -2.1452 1.1270 0.1749
H -0.9920 2.5547 0.4545
H -0.4340 2.0067 3.3046
H 0.7317 2.7808 2.0255
H 1.1637 1.2795 3.0413
H -1.0005 -0.2447 3.4366
H -1.9750 -0.7990 1.9563
H -2.2757 0.8672 2.7434
H 2.3364 -2.4281 -2.0724
H 0.9670 -2.6698 -0.9619
H 2.5285 -1.9179 -0.4433
H 0.5897 0.0240 -3.7429
H -0.7360 -0.7026 -2.7034
H 0.6805 -1.5904 -3.5029
H 1.9681 0.0774 -1.9050
H -0.3518 1.3950 -1.6400
```

The calculation puts the frontier orbital gap at 9.5 eV. As for the multiplicity: 1. The HOMO energy is -8.87 eV. For the LUMO energy, the calculation gives 0.625 eV.

Mulliken atomic charge list, values in e, 5 entries:
1 C 0.21
2 C -1.23
3 C -0.08
4 C 1.37
5 C -1.26

***

No. 6
Density functional theory data (wB97M-V/def2-TZVPD) for C9H16N2S2 in the gas phase in a non-equilibrium geometry.

XYZ file:
```
29
C9H16N2S2 | the OMol25 dataset | wB97M-V/def2-TZVPD
C 0.9097 -0.9546 -0.5695
C -2.4094 -0.2710 0.1347
C 1.0626 0.4466 -0.9738
C -0.3543 1.0026 -0.6011
C -0.9760 1.6360 -1.8690
C 2.4883 -2.3211 0.8543
C -0.2894 1.5275 2.0075
C 1.9846 -2.0597 -0.4837
C -0.4321 2.0340 0.6242
N -0.2753 -1.2716 -0.1923
N -1.1079 -0.1800 -0.2118
S -3.5082 0.9163 0.4336
S -2.8474 -1.9847 0.1401
H 1.9602 0.9097 -0.6484
H 1.1566 0.3724 -1.9893
H -2.1224 1.8193 -1.6509
H -0.9200 0.9168 -2.6509
H -0.4723 2.5151 -2.1780
H 3.1740 -1.6764 1.1640
H 2.9815 -3.3527 0.9086
H 1.5322 -2.5174 1.5441
H -1.2628 1.5077 2.5600
H 0.4208 2.0572 2.6196
H -0.0157 0.4817 1.9654
H 1.5160 -3.0194 -0.8232
H 2.7807 -1.8835 -1.2634
H 0.5230 2.6441 0.3836
H -1.3031 2.6147 0.5959
H -4.1939 -1.9095 0.1697
```

The calculation puts the frontier orbital gap at 8.6 eV. As for the multiplicity: 1. The SMILES is CCC1=NN(C(=S)S)[C@@](C)(CC)C1. The HOMO energy is -8.25 eV. For the LUMO energy, the calculation gives 0.398 eV.

Mulliken atomic charge list, values in e, 5 entries:
1 C 0.27
2 C 0.52
3 C -0.84
4 C 0.41
5 C -1.69

***

No. 7
Density functional theory data (wB97M-V/def2-TZVPD) for 2 unconnected molecules or ions with the total composition C9H16N3O in a non-equilibrium geometry.

XYZ file:
```
29
C9H16N3O | the OMol25 dataset | wB97M-V/def2-TZVPD
C 2.0400 -1.7965 -0.6311
C 2.2253 0.5760 -0.6125
N 1.3990 -0.4798 -1.0417
N 3.6151 0.6048 -0.5448
N 1.4368 1.7092 -0.2662
H 0.5141 -0.3680 -1.4211
H 4.1432 -0.1106 -1.1776
H 3.9808 1.3212 0.0581
H 0.4422 1.7153 -0.2787
H 1.8973 2.6479 -0.5571
H 2.8872 -2.1575 -1.3191
H 1.2807 -2.6673 -0.8150
H 2.2864 -1.9056 0.3600
C -1.6099 1.4147 2.5930
C -1.8499 1.2549 0.1469
C -1.8527 0.5614 1.4006
C -1.9360 0.5085 -0.9883
C -1.7599 -0.9642 -1.0298
C -1.8711 -0.8348 1.4157
C -1.7402 -1.6325 0.2486
O -1.2225 -1.7840 -2.0549
H -1.9150 2.3476 0.0823
H -2.1485 0.9340 -1.9932
H -0.9003 2.0600 2.2392
H -1.1838 1.0029 3.5001
H -2.2063 -1.3352 2.3143
H -1.7821 -1.7236 -2.8308
H -1.5608 -2.7108 0.2017
H -2.6092 1.8120 3.0014
```

Its net charge is +2. The calculation puts the frontier orbital gap (spin up / spin down) at 9.9 / 6.6 eV. As for the multiplicity: 2. The HOMO energy (spin up / spin down) is -17.50 / -17.69 eV. As for the expectation value of S²: 0.77. For the LUMO energy (spin up / spin down), the calculation gives -7.558 / -11.050 eV.

Mulliken atomic charge list, values in e, 5 entries:
1 C -1.14
2 C 0.57
3 N 0.02
4 N -0.38
5 N -0.34

***

No. 8
Density functional theory data (wB97M-V/def2-TZVPD) for C9H16N4 in the gas phase in a non-equilibrium geometry.

XYZ file:
```
29
C9H16N4 | the OMol25 dataset | wB97M-V/def2-TZVPD
C 2.4257 0.5552 -2.2747
C 1.2565 -0.8226 -0.7128
C 1.9357 -1.6741 0.0467
C 0.6850 -1.1953 1.8051
C -0.0630 -0.2156 1.1423
C -2.4651 -0.3816 1.7103
C -1.1060 1.6558 2.1924
C 0.2027 -0.0614 -0.2256
C -0.7251 0.7821 -1.1279
H 3.4030 0.6373 -1.7862
H 2.6017 0.6151 -3.3463
H 1.8791 1.3768 -1.9681
H 2.1211 -1.3958 -2.5427
H 2.8067 -2.1565 -0.4969
H 0.3878 -1.5436 2.7844
H -2.3697 -1.4965 1.6795
H -3.0669 -0.2537 2.6289
H -2.9667 0.1161 0.8834
H -0.2307 1.8508 2.9485
H -2.1576 2.1878 2.7416
H -0.8740 2.2847 1.1406
H -1.4510 1.2303 -0.4980
H -0.1369 1.6491 -1.5977
H -2.0323 -0.6986 -1.6343
H -0.7084 -0.6250 -2.6127
N 1.5578 -0.6547 -2.0814
N 1.6835 -2.0010 1.3170
N -1.1425 0.2644 1.9899
N -1.4503 -0.0295 -2.1053
```

The calculation puts the frontier orbital gap at 9.5 eV. As for the multiplicity: 1. The SMILES is CNc1cncc(N(C)C)c1CN. The HOMO energy is -8.69 eV. For the LUMO energy, the calculation gives 0.760 eV.

Mulliken atomic charge list, values in e, 5 entries:
1 C -0.93
2 C 0.59
3 C -0.40
4 C -0.30
5 C 0.02

***

No. 9
Density functional theory data (wB97M-V/def2-TZVPD) for C9H16N4O2 in the gas phase in a non-equilibrium geometry.

XYZ file:
```
31
C9H16N4O2 | the OMol25 dataset | wB97M-V/def2-TZVPD
O -3.9109 -0.3893 -0.8420
O -4.5769 0.4784 2.6384
N -2.7780 1.7335 3.3275
N -1.5321 1.9108 2.9595
C -3.5057 0.7421 -0.9881
C -3.4523 0.9008 2.4708
N -2.7905 1.3306 0.0540
N -1.2535 1.2013 1.7951
C -3.5993 1.4805 -2.3206
C -2.4999 0.6245 1.2974
C 1.7773 -2.0659 1.2111
C 2.8833 0.1205 0.4490
C 0.0137 0.4300 1.7264
C 0.3345 -0.1429 0.3279
C 1.6987 -0.8633 0.2497
H -2.4309 2.2692 -0.0281
H -2.7286 2.0451 -2.5277
H -4.4573 2.1474 -2.2484
H -3.7639 0.7900 -3.1270
H -2.4171 -0.4592 1.1606
H 0.8661 -2.6669 1.1113
H 2.6433 -2.6692 0.9306
H 1.8874 -1.7213 2.2622
H 2.8227 0.9448 -0.2947
H 2.9525 0.5065 1.4718
H 3.7859 -0.4603 0.2283
H -0.1295 -0.3442 2.4310
H 0.8303 1.0704 2.1111
H 0.2797 0.6975 -0.3696
H -0.4405 -0.8901 0.0851
H 1.8442 -1.2693 -0.7382
```

The calculation puts the frontier orbital gap at 8.8 eV. As for the multiplicity: 1. The SMILES is CC(=O)N[C@@H]1C(=O)N=NN1CCC(C)C. The HOMO energy is -9.57 eV. For the LUMO energy, the calculation gives -0.790 eV.

Mulliken atomic charge list, values in e, 5 entries:
1 O -0.60
2 O -0.52
3 N -0.39
4 N -0.40
5 C 0.76

***

No. 10
Density functional theory data (wB97M-V/def2-TZVPD) for 2 unconnected molecules or ions with the total composition C9H16N4O2 in a non-equilibrium geometry.

XYZ file:
```
31
C9H16N4O2 | the OMol25 dataset | wB97M-V/def2-TZVPD
C 0.2009 -0.1009 -3.1595
C -0.5449 -0.0086 2.5683
C 0.8038 -0.5456 1.9283
C -1.6855 -0.6085 1.7482
C 1.1553 0.3161 0.6545
C -1.2989 -0.4770 0.2837
C 2.1320 -0.5247 -0.2020
C -1.1049 -1.8421 -0.4942
C 0.2887 1.2313 -3.1879
N 0.3270 -1.2424 -3.0684
N -0.1536 0.4948 0.1110
N -0.4976 1.3941 -0.7529
N -0.1408 2.6596 -0.5218
O -0.1295 3.4229 -1.4462
O -0.0265 2.9127 0.6658
H -0.4895 -0.4754 3.5718
H -0.7748 1.1417 2.5372
H 1.6945 -0.4392 2.6237
H 0.7568 -1.4691 1.5626
H -1.8191 -1.6450 1.8125
H -2.5230 0.0489 1.9253
H 1.4327 1.2976 1.0433
H -2.1656 -0.1240 -0.2652
H 2.0065 -0.1721 -1.2771
H 1.9993 -1.5902 -0.2697
H 3.2471 -0.4828 0.1305
H -0.2401 -1.9896 -1.0896
H -1.9519 -1.9598 -1.0833
H -1.0711 -2.6064 0.2612
H 1.2240 1.6494 -3.3459
H -0.6511 1.7343 -3.2643
```

The calculation puts the frontier orbital gap (spin up / spin down) at 7.7 / 8.0 eV. As for the multiplicity: 1. The HOMO energy (spin up / spin down) is -8.74 / -9.09 eV. For the LUMO energy (spin up / spin down), the calculation gives -1.056 / -1.053 eV.

Mulliken atomic charge list, values in e, 5 entries:
1 C 0.70
2 C -0.42
3 C -1.33
4 C -0.98
5 C 0.00

***

No. 11
Density functional theory data (wB97M-V/def2-TZVPD) for a gas-phase ion, C9H16NO (charge +1) in a non-equilibrium geometry.

XYZ file:
```
27
C9H16NO | the OMol25 dataset | wB97M-V/def2-TZVPD
C -0.8939 -0.4514 -0.6247
C 0.0861 -0.3204 0.2474
C -1.6415 0.8270 -0.4897
C -0.7500 1.8560 0.2694
C -1.2000 -1.5698 -1.5647
C -0.0824 2.9593 -0.4552
C -1.2246 2.0723 1.6007
C 1.0229 -2.7203 0.7439
C 2.2328 -0.9052 -0.3480
N 1.1925 -1.2122 0.5821
O -2.8246 0.9648 -0.6559
H -1.9301 -1.2309 -2.2232
H -1.5503 -2.3764 -0.9859
H -0.3603 -1.5894 -2.1767
H -0.4641 2.8911 -1.4963
H 0.9312 3.0458 -0.4196
H -0.5774 3.9122 -0.1526
H -0.9682 1.2287 2.2831
H -2.2590 2.1217 1.6063
H -0.8860 2.9868 1.9060
H 1.2181 -3.1972 -0.2402
H 1.8529 -3.0239 1.3556
H 0.0624 -2.9486 1.1097
H 2.0357 0.0692 -0.5458
H 3.0971 -0.8397 0.2879
H 2.3506 -1.6274 -1.1650
H 1.5301 -0.9221 1.5513
```

Its net charge is +1. The calculation puts the frontier orbital gap (spin up / spin down) at 8.7 / 8.7 eV. As for the multiplicity: 1. The HOMO energy (spin up / spin down) is -12.84 / -12.84 eV. For the LUMO energy (spin up / spin down), the calculation gives -4.184 / -4.183 eV.

Mulliken atomic charge list, values in e, 5 entries:
1 C 0.99
2 C -0.89
3 C -0.16
4 C 1.51
5 C -1.60

***

No. 12
Density functional theory data (wB97M-V/def2-TZVPD) for C9H16O2Si in the gas phase in a non-equilibrium geometry.

XYZ file:
```
28
C9H16O2Si | the OMol25 dataset | wB97M-V/def2-TZVPD
C -0.4109 -0.0882 0.0883
C 0.0148 -2.3013 0.7415
C -0.9088 -1.3365 0.1535
C -1.2144 1.0794 -0.3167
C -0.2722 2.2989 -0.5609
C -2.4528 -2.2948 -1.8188
C 2.0715 1.3406 2.6525
C 3.0535 1.1634 -0.7722
C -2.2881 -1.9009 -0.3191
O -0.1460 -3.4303 1.1385
O 0.7701 2.4067 0.4276
Si 1.9019 1.2391 0.7444
H 1.0171 -1.7354 0.8416
H -1.7593 1.0222 -1.2322
H -2.0359 1.3337 0.4745
H 0.1616 2.1758 -1.5380
H -0.6968 3.2182 -0.4960
H -1.8945 -3.1197 -1.9467
H -3.5453 -2.4050 -1.9875
H -2.0137 -1.5474 -2.3719
H 1.2082 0.9248 3.1873
H 2.8992 0.7445 2.7958
H 2.4324 2.2699 3.2006
H 3.9832 1.6314 -0.7947
H 3.1175 0.1038 -1.0122
H 2.4056 1.5207 -1.5483
H -2.2423 -2.9265 0.1867
H -3.1557 -1.3873 0.0825
```

The calculation puts the frontier orbital gap at 8.6 eV. As for the multiplicity: 1. The HOMO energy is -8.52 eV. For the LUMO energy, the calculation gives 0.059 eV.

Mulliken atomic charge list, values in e, 5 entries:
1 C -0.21
2 C 0.03
3 C 0.15
4 C -0.19
5 C -0.63

***

Going through the records in order, we get calculated total energy values of -1010.482526, -902.023219, -913.470775, -860.173000, -860.124687, -1258.339566, -591.331001, -571.457069, -721.990234, -721.716459, -482.077446, -792.389067 a.u..